Record 1
The following is a DFT calculation (ωB97M-V/def2-TZVPD) of the ion C5H9N2 with charge +1.

Each line ends with the Löwdin charge.
CARTESIAN COORDINATES (ANGSTROEM)
C  2.1064  0.6504  -0.1141  -0.010
C  0.7488  0.3329  0.0593  -0.172
N  0.2907  -0.8503  0.1748  0.153
C  -1.2017  -1.0939  0.1719  -0.060
C  -2.1208  0.0304  -0.3085  -0.118
N  -1.6872  1.3696  0.1544  0.113
C  -0.4612  1.4713  0.1497  -0.045
H  2.5674  1.0951  0.6917  0.076
H  2.3196  1.5349  -0.8645  0.168
H  2.8092  -0.2610  -0.3584  0.153
H  0.9745  -1.6298  0.1583  0.198
H  -1.4134  -1.3506  1.1560  0.116
H  -1.4133  -1.9139  -0.4001  0.107
H  -2.0537  0.0108  -1.3693  0.128
H  -3.0273  -0.0517  0.1195  0.091
H  -0.1281  2.4494  0.2878  0.102

Cartesian forces (eV/Å) of the 3 atoms listed first:
C 3.534 -0.094 -3.591
C -4.522 1.424 -0.162
N -0.326 -0.350 -0.910

Results
Frontier orbital gap   0.35528 hartree
Energy above the lowest of the compared OMol25 structures with the same formula, charge and spin   339.5 kJ/mol
SMILES   CC1=[NH+]CCN=C1
Energy   -305.10071 Eh
Charge   +1

---

Record 2
The following is a DFT calculation (ωB97M-V/def2-TZVPD) of a structure of composition C19H22N5O5S2V.

Each line ends with the Löwdin spin population.
CARTESIAN COORDINATES (ANGSTROEM)
V  0.7824  -0.8999  -1.1200  1.974
S  -1.5535  -1.0416  -0.4282  -0.019
C  -1.6983  0.6257  0.0869  -0.022
N  -2.6809  1.1168  0.7819  0.067
N  -3.6197  0.2793  1.1580  0.046
C  -4.7112  0.7028  1.9173  0.000
C  -4.8577  2.0314  2.3080  0.007
C  -5.9558  2.4022  3.0651  -0.001
C  -6.9132  1.4679  3.4403  0.008
C  -6.7602  0.1469  3.0447  -0.001
C  -5.6672  -0.2387  2.2873  0.007
N  -0.7753  1.5850  -0.2687  0.020
N  0.2350  1.1637  -0.8771  -0.063
C  1.1228  2.2072  -1.2968  -0.001
C  1.7515  2.0698  -2.5271  -0.004
C  2.6422  3.0437  -2.9499  0.001
C  2.9105  4.1420  -2.1438  -0.006
C  2.2732  4.2718  -0.9163  0.001
C  1.3739  3.3085  -0.4911  -0.006
H  -3.5285  -0.6974  0.8911  0.000
H  -4.1102  2.7525  2.0103  0.001
H  -6.0635  3.4370  3.3638  0.000
H  -7.7681  1.7663  4.0316  0.001
H  -7.4991  -0.5923  3.3261  0.000
H  -5.5528  -1.2710  1.9772  0.000
H  1.5293  1.2083  -3.1454  0.001
H  3.1256  2.9451  -3.9131  0.000
H  3.6119  4.8974  -2.4734  0.000
H  2.4812  5.1276  -0.2873  0.000
H  0.8715  3.3886  0.4631  0.000
C  1.8698  -4.5776  2.5044  0.002
C  1.5869  -3.1410  2.9580  0.004
C  1.3324  -2.2777  1.8111  0.023
N  1.1358  -1.6351  0.8869  0.001
H  2.0497  -5.2066  3.3739  0.000
H  2.7463  -4.6134  1.8598  0.000
H  1.0229  -4.9793  1.9511  0.000
H  2.4295  -2.7283  3.5138  0.001
H  0.7123  -3.1005  3.6084  0.001
C  2.0815  -2.8481  -4.0839  0.001
S  0.5735  -2.5091  -3.2403  0.005
O  0.7902  -2.9029  -1.8134  0.008
O  -0.4846  -3.1846  -3.9164  -0.002
O  0.4477  -1.0171  -3.1724  0.011
H  2.2246  -3.9259  -4.0664  0.000
H  2.8783  -2.3261  -3.5624  0.000
H  1.9728  -2.4951  -5.1067  0.000
C  4.8331  0.6546  -0.4642  -0.005
O  3.4514  0.5293  -0.0742  -0.013
C  2.7048  -0.2425  -0.8461  -0.047
O  3.1415  -0.9024  -1.7817  0.002
H  5.2873  1.3143  0.2679  0.000
H  4.8969  1.0879  -1.4611  0.000
H  5.3196  -0.3193  -0.4607  -0.001

Cartesian forces (eV/Å) of the 3 atoms listed first:
V 0.229 -0.403 0.088
S 0.158 0.170 0.056
C -0.138 -0.371 -0.035

Results
<S²>   2.066
Frontier orbital gap (alpha / beta)   0.24909 / 0.24500 hartree
Energy above the lowest of the compared OMol25 structures with the same formula, charge and spin   0.0 kJ/mol
2S+1   3
Energy   -3127.60474 Eh
Charge   0

---

Record 3
The following is a DFT calculation (ωB97M-V/def2-TZVPD) of a structure of composition C59H48IN3O3PReS3.

Each line ends with the Löwdin spin population.
CARTESIAN COORDINATES (ANGSTROEM)
Re  1.9747  1.2785  1.0033  0.984
C  1.8044  -4.3026  3.6365  0.001
C  1.4930  -2.9961  3.9862  0.000
C  1.9123  -1.9491  3.1870  0.001
C  2.6247  -2.2146  2.0221  0.010
C  2.9477  -3.5212  1.6722  0.002
C  2.5400  -4.5606  2.4905  0.000
P  3.2528  -0.8187  1.0676  0.024
C  3.7690  -1.4543  -0.5450  0.005
C  5.0480  -1.2546  -1.0559  0.002
C  5.3323  -1.6529  -2.3513  0.000
C  4.3432  -2.2097  -3.1490  0.000
C  3.0719  -2.4202  -2.6352  0.000
C  2.7826  -2.0452  -1.3371  0.000
C  4.7332  -0.3431  2.0038  0.087
C  5.7888  -1.2053  2.2253  0.036
C  6.8587  -0.8098  3.0312  0.048
C  6.8448  0.4211  3.6445  0.087
C  5.7488  1.2953  3.5000  0.005
C  5.6604  2.5016  4.2234  0.211
C  4.5325  3.2805  4.1406  0.048
C  3.4886  2.9199  3.2803  0.117
C  3.5703  1.7954  2.4839  0.198
C  4.6784  0.9238  2.6364  0.015
H  1.4838  -5.1192  4.2654  0.000
H  0.9416  -2.7882  4.8893  0.000
H  1.7134  -0.9236  3.4628  0.000
H  3.5235  -3.7233  0.7808  0.000
H  2.8103  -5.5739  2.2367  0.000
H  5.8133  -0.7934  -0.4474  0.001
H  6.3322  -1.5325  -2.7381  0.000
H  4.5600  -2.4813  -4.1713  0.000
H  2.3066  -2.8726  -3.2465  0.000
H  1.7965  -2.1928  -0.9219  0.000
H  5.7943  -2.1858  1.7689  0.000
H  7.6910  -1.4812  3.1719  0.001
H  7.6752  0.7324  4.2603  0.002
H  6.4814  2.7897  4.8618  0.008
H  4.4347  4.1718  4.7404  -0.001
H  2.6137  3.5533  3.2472  0.003
C  -2.2171  -6.1922  -2.5982  0.001
C  -1.7714  -4.8783  -2.0579  0.003
C  -2.0824  -3.7042  -2.7435  -0.001
C  -1.7727  -2.4715  -2.2060  0.003
C  -1.1296  -2.4060  -0.9786  0.010
C  -0.7643  -3.5545  -0.2985  0.002
C  -1.0852  -4.7841  -0.8479  0.001
S  -0.8913  -0.7166  -0.3848  0.017
O  0.3287  -0.6889  0.4659  0.031
C  -2.2752  -0.9108  0.7671  0.114
C  -2.0360  -1.6562  1.9124  0.010
C  -3.0816  -2.2039  2.6263  0.137
C  -4.3824  -2.1760  2.0899  -0.004
C  -5.4317  -2.9281  2.6609  0.043
C  -6.6382  -3.0517  2.0167  -0.005
C  -6.7989  -2.4895  0.7487  0.034
C  -5.8208  -1.6861  0.2051  0.011
C  -4.6293  -1.4291  0.8998  0.016
C  -3.5901  -0.5495  0.4051  0.051
C  -3.9117  0.5938  -0.3972  0.084
C  -5.2790  1.0609  -0.5161  0.015
C  -6.1732  1.0663  0.5614  0.025
C  -7.4603  1.5386  0.4086  0.041
C  -7.9075  1.9961  -0.8330  0.004
C  -7.0347  2.0674  -1.8923  0.057
C  -5.6909  1.6661  -1.7401  -0.003
C  -4.7220  1.9396  -2.7255  0.162
C  -3.3880  1.8891  -2.3754  0.020
C  -2.9862  1.3249  -1.1738  0.127
S  -1.3247  1.8602  -0.6056  0.004
O  -0.4298  1.6139  -1.7406  0.007
C  -1.7018  3.6271  -0.7666  0.015
C  -1.1597  4.2902  -1.8631  0.008
C  -1.2653  5.6577  -1.9583  0.001
C  -1.8930  6.3899  -0.9474  0.000
C  -1.9171  7.8693  -0.9915  0.000
C  -2.4549  5.6990  0.1368  0.001
C  -2.3551  4.3249  0.2388  0.003
H  -2.2213  -6.1928  -3.6846  0.000
H  -3.2417  -6.3796  -2.2750  0.000
H  -1.6031  -7.0121  -2.2382  0.000
H  -2.5716  -3.7609  -3.7027  0.000
H  -2.0222  -1.5599  -2.7300  0.000
H  -0.2309  -3.4942  0.6381  0.000
H  -0.8037  -5.6844  -0.3251  0.000
H  -1.0117  -1.8073  2.2192  -0.002
H  -2.8951  -2.7725  3.5249  0.006
H  -5.2682  -3.4229  3.6048  0.002
H  -7.4417  -3.6181  2.4591  -0.001
H  -7.6967  -2.6905  0.1873  0.002
H  -5.9552  -1.2901  -0.7894  0.000
H  -5.8286  0.7531  1.5347  0.001
H  -8.1205  1.5686  1.2615  0.002
H  -8.9279  2.3245  -0.9463  -0.001
H  -7.3530  2.4714  -2.8414  0.002
H  -5.0229  2.3414  -3.6811  0.007
H  -2.6335  2.3234  -3.0158  -0.001
H  -0.6277  3.7131  -2.6044  0.000
H  -0.8338  6.1671  -2.8065  0.000
H  -1.7286  8.2413  -1.9941  0.000
H  -1.1294  8.2584  -0.3408  0.000
H  -2.8598  8.2658  -0.6222  0.000
H  -2.9531  6.2582  0.9129  0.000
H  -2.7583  3.8060  1.0962  0.000
I  1.4133  3.8720  0.4895  0.180
O  0.1580  1.0005  3.2522  -0.091
N  0.9562  1.1258  2.4180  -0.075
S  2.2131  1.1307  -1.4542  0.011
C  3.6054  1.3906  -2.3659  0.007
N  4.7979  1.8132  -1.9538  0.003
C  5.7462  1.9187  -3.0551  0.000
C  4.9109  1.4723  -4.2714  0.001
N  3.6228  1.1570  -3.6752  0.004
H  4.9941  2.1709  -1.0335  0.000
H  6.6005  1.2589  -2.8788  0.000
H  6.1112  2.9417  -3.1613  0.000
H  5.3290  0.5900  -4.7593  0.000
H  4.8069  2.2712  -5.0096  0.000
H  2.8262  0.8440  -4.2061  0.000

Cartesian forces (eV/Å) of the 3 atoms listed first:
Re 1.002 0.457 1.200
C -0.025 -0.009 -0.016
C -0.011 0.060 0.072

Results
<S²>   3.875
Frontier orbital gap (alpha / beta)   0.23591 / 0.15513 hartree
Energy above the lowest of the compared OMol25 structures with the same formula, charge and spin   242.2 kJ/mol
2S+1   4
Energy   -4578.01463 Eh
Charge   +3

---

Max |F| across the listed records, respectively: 5.039 0.472 3.163 eV Å⁻¹.